Here is a molecular structure, C49H46CrN5O4PS2Si from the OMol25 dataset. Energies are from wB97M-V/def2-TZVPD.

Values from the calculation:
gap between HOMO and LUMO (spin up / spin down) = 5.8 / 6.0 eV
net charge = -2
largest force on an atom = 0.96 eV/A
relative energy (zero: lowest compared OMol25 entry of this formula, charge and spin) = 5.6 kcal/mol
multiplicity = 5
DFT total energy = -4941.477651 hartree

Last column: Mulliken charge in e.
Cartesian coordinates (Å):
H -5.0622 -3.4652 -0.8545  0.34
P 1.3414 -1.7512 -0.5938  1.41
C -0.4024 -6.4444 -1.9799  -0.67
H 5.9006 0.4086 2.0919  0.36
C 4.0207 -0.7438 -0.4834  -0.44
C -0.6260 -5.1050 -2.2446  -0.47
C 4.2534 2.2015 -2.5495  -0.47
C -1.1398 2.9370 -1.7350  -0.33
H -4.0811 3.3957 -0.3367  0.48
C -0.8853 -3.5037 1.1981  0.49
H -4.4460 -4.9796 -1.5172  0.28
O 0.2643 -3.2966 1.5910  -0.57
C 2.3827 -1.9957 -3.2485  -0.33
H -6.2245 4.6073 -0.1164  0.41
C 3.8713 -0.2849 2.2520  -0.37
H -5.5729 0.2858 2.1815  0.56
H -7.7219 1.4947 2.4034  0.41
C -8.3828 3.8107 1.2341  0.06
H 3.7946 -0.0936 3.3171  0.43
H 6.2919 2.8726 -2.3666  0.30
Cr -0.7073 -0.6905 0.4591  -0.43
C 2.4525 -1.6342 -4.5873  -0.72
S -0.4817 -0.4100 3.3614  -0.39
C 1.4909 -5.7691 -0.6826  -0.89
N -1.5885 -2.5343 0.5068  1.14
C 0.4267 -3.1179 6.0120  -0.84
C 1.2772 4.8452 1.5792  -2.01
N 1.9868 -3.3860 -0.5931  -0.07
C -6.9246 1.9032 1.7955  -0.66
C -4.6785 1.7359 0.8820  0.33
C -1.8085 3.5976 -2.7639  -0.89
C 5.0473 -0.0061 1.5660  -0.69
C -0.6876 -1.7434 4.3901  0.07
C 2.8154 2.5288 -0.6047  1.45
H 4.0800 -0.8957 -1.5556  0.13
C -1.5213 -4.8019 1.4020  -1.31
H 1.5798 3.2098 3.7687  0.58
H 1.4375 -3.1708 6.4187  0.22
S -2.0816 -2.6457 4.6311  -0.43
H -0.2922 -2.9117 6.8066  0.32
C 1.1867 -4.4391 -1.0142  0.37
H -3.2418 -5.9654 0.9568  0.40
C 0.6332 4.5378 -1.8639  -0.33
H -1.5874 2.0607 -1.2773  0.14
H 1.6078 4.8991 -1.5456  0.37
H -1.0248 -5.5369 2.0155  0.44
H -1.7872 5.2614 -4.1269  0.36
H 2.8107 2.7380 2.5842  0.13
C 5.3295 2.7702 -1.8758  -0.73
H 4.3740 1.8437 -3.5668  0.45
C -5.7277 1.2279 1.6722  -0.64
O 0.4595 -2.0645 5.0632  -0.22
H -0.7066 3.7326 3.1433  0.52
N -3.3154 -4.1014 0.0415  0.40
C 1.7398 2.6992 2.8092  -1.19
C 3.0217 2.0890 -1.9200  -0.25
C -4.8847 2.9763 0.2515  -0.19
O 0.5124 0.9068 0.1546  2.60
H 1.8494 -0.9919 2.1144  -0.05
H 2.1934 1.6533 -2.4670  0.15
H 2.9702 -2.8288 -2.8793  0.37
H 0.1520 -4.0643 5.5477  0.31
C -2.7055 -5.0307 0.8384  -0.20
C 5.1593 3.2077 -0.5698  -0.81
H -1.2324 3.8420 1.4474  0.33
H 2.4904 -3.5788 0.2608  0.38
C -0.0394 5.2176 -2.8732  -0.77
C -2.4423 0.3617 0.5945  -0.86
C -4.5809 -4.4016 -0.5971  -1.20
H 0.1372 0.2895 -2.1828  0.14
H 0.6525 5.3570 0.8398  0.34
C 2.8386 -1.0226 0.1973  0.14
H 0.8956 -7.8009 -0.9277  0.38
H -0.9513 2.2676 2.1823  0.01
O -3.2250 -2.1270 -1.0586  -0.70
H 0.2614 0.9526 -4.5545  0.49
C 1.6928 -0.5720 -5.0655  -0.77
H 3.8173 3.4303 1.0734  0.05
H 6.0312 -0.0050 -0.3460  0.39
H 2.3224 4.9776 1.2788  0.23
Si 1.0342 2.4097 0.0836  -2.62
H 1.1407 5.3551 2.5442  0.53
H 5.9927 3.6476 -0.0327  0.36
H -2.7580 3.2160 -3.1240  0.46
C 0.6850 -6.7668 -1.1739  -0.29
H 1.4653 1.6489 2.9453  -0.05
H -1.0611 -7.2080 -2.3720  0.41
C 5.1220 -0.2390 0.1973  -0.42
C -3.4686 1.0130 0.7365  0.43
C -6.0809 3.6529 0.3758  -0.71
C 0.8599 0.1208 -4.1978  -0.14
C -0.5864 3.2930 2.1434  -1.48
H 1.7448 -0.2950 -6.1123  0.38
C -1.2635 4.7425 -3.3312  -0.60
C -2.7121 -2.8453 -0.2120  -0.16
C 1.5574 -1.3010 -2.3682  0.24
H 2.3354 -5.9879 -0.0405  0.41
H 0.3923 6.1122 -3.3091  0.39
C 0.1002 3.3879 -1.2680  0.84
C 0.7876 -0.2487 -2.8599  -1.04
C 0.8862 3.3664 1.7174  2.63
C 2.7719 -0.7937 1.5728  -0.17
C -7.1203 3.1215 1.1419  0.57
H 3.0966 -2.1877 -5.2616  0.40
C 3.9181 3.0843 0.0522  -0.27
N 0.1439 -4.1280 -1.7791  -0.08
H -5.2098 -4.9692 0.0910  0.40
N -9.3913 4.3613 1.3049  -0.61
H -1.4672 -4.7850 -2.8538  0.42